Record 1
Below is C10H16N2O as an isolated structure at a distorted geometry, with properties calculated with ωB97M-V/def2-TZVPD.

The geometry in ORCA input format:
```
! RIJCOSX wB97M-V def2-TZVPD def2/J DEFGRID3
* xyz 0 1
C 3.744 -0.682 0.807
C 2.853 -0.174 -0.020
C 3.309 -0.468 2.145
C -0.574 0.149 -0.545
C -1.591 0.480 -1.623
C 0.446 1.332 -0.304
C -2.686 -0.485 -1.761
C -3.957 -0.304 -1.424
C -2.341 -1.741 -2.413
C 1.387 0.884 2.942
N 1.812 0.361 0.635
N 2.140 0.216 1.928
O -0.104 2.055 0.671
H 4.744 -1.136 0.602
H 2.938 -0.035 -1.048
H -1.031 -0.102 0.427
H 0.002 -0.779 -0.721
H -2.017 1.486 -1.490
H -0.972 0.413 -2.555
H -4.487 0.536 -0.822
H -4.741 -1.003 -1.643
H 3.604 -0.753 3.119
H -1.494 -2.207 -1.949
H -2.028 -1.449 -3.361
H -3.230 -2.407 -2.518
H 0.414 1.157 2.758
H 1.380 0.267 3.918
H 1.879 1.704 3.331
H 0.602 2.686 0.913
*
```

***

Record 2
Below is a 5-piece molecular cluster, C33H55N6S2 overall at a distorted geometry, with properties calculated with ωB97M-V/def2-TZVPD.

The geometry in ORCA input format:
```
! RIJCOSX wB97M-V def2-TZVPD def2/J DEFGRID3
* xyz -1 1
C 3.088 2.895 0.124
C 3.294 2.244 -1.298
C 2.641 0.810 -1.238
C 3.542 -0.308 -1.922
N 3.710 -1.400 -0.939
C 2.602 -2.394 -0.967
C 2.077 -2.602 0.516
C 0.918 -1.618 0.904
C -0.524 -2.290 0.930
N -1.421 -1.336 1.573
C -2.337 -0.771 0.608
C -3.268 0.224 1.423
C -1.666 0.035 -0.566
C -2.658 0.353 -1.763
C -3.428 1.698 -1.564
C 4.997 -2.010 -1.008
S 5.816 -2.438 -2.377
S 5.796 -2.345 0.618
C 5.962 -0.725 1.470
C 6.030 0.499 0.506
C 6.279 1.779 1.401
H 2.018 2.962 0.395
H 3.540 2.184 0.853
H 3.627 3.854 0.239
H 4.360 2.209 -1.587
H 2.670 2.847 -1.988
H 1.655 0.754 -1.732
H 2.575 0.547 -0.163
H 3.090 -0.652 -2.882
H 4.521 0.133 -2.201
H 1.760 -1.899 -1.496
H 2.882 -3.359 -1.434
H 2.943 -2.375 1.179
H 1.799 -3.661 0.703
H 0.821 -0.747 0.229
H 1.133 -1.221 1.918
H -0.410 -3.239 1.514
H -0.812 -2.490 -0.138
H -3.032 -1.523 0.128
H -4.245 0.401 0.929
H -2.729 1.157 1.688
H -3.470 -0.305 2.383
H -0.812 -0.503 -1.033
H -1.305 1.027 -0.214
H -2.034 0.494 -2.679
H -3.324 -0.506 -1.986
H -3.961 1.935 -2.514
H -4.218 1.608 -0.793
H -2.738 2.539 -1.339
H 5.170 -0.513 2.213
H 6.931 -0.766 2.013
H 6.896 0.455 -0.183
H 5.075 0.685 -0.018
H 7.012 1.557 2.205
H 6.624 2.626 0.773
H 5.351 2.103 1.915
N 6.264 -6.075 0.269
C 5.954 -5.502 -0.932
C 5.900 -6.499 -1.873
C 6.183 -7.722 -1.210
C 6.401 -7.428 0.112
H 6.372 -5.578 1.134
H 5.801 -4.435 -1.014
H 5.680 -6.365 -2.920
H 6.222 -8.705 -1.652
H 6.641 -8.062 0.950
N -7.116 -3.014 -0.524
C -7.696 -2.346 0.521
C -6.759 -2.230 1.517
C -5.568 -2.846 1.055
C -5.817 -3.318 -0.208
H -7.569 -3.244 -1.387
H -8.720 -2.014 0.465
H -6.912 -1.754 2.472
H -4.633 -2.930 1.588
H -5.186 -3.842 -0.906
N -7.640 4.624 -1.575
C -6.729 3.690 -1.160
C -5.919 4.276 -0.223
C -6.361 5.615 -0.062
C -7.427 5.800 -0.908
H -8.354 4.470 -2.262
H -6.735 2.692 -1.568
H -5.100 3.798 0.291
H -5.946 6.358 0.599
H -8.047 6.662 -1.091
N -2.199 5.429 0.907
C -2.652 5.376 2.198
C -1.930 4.416 2.860
C -1.002 3.871 1.936
C -1.190 4.518 0.741
H -2.552 6.039 0.194
H -3.447 6.023 2.532
H -2.054 4.135 3.893
H -0.280 3.093 2.125
H -0.696 4.408 -0.211
*
```

***

| no. | LUMO (eV) |
| --- | --- |
| 1 | 0.65 |
| 2 | 1.56 |